Record 1
Density functional theory data (ωB97M-V with the def2-TZVPD basis set) for a structure of composition C24H64F12HfO24P2S8 in a non-equilibrium geometry.

Max |F| ... 4.17 eV/A
Spin multiplicity ... 1
Charge ... +2
ΔE to the lowest compared entry with this formula, charge and spin ... 52.7 kJ/mol
E_tot ... -214236.2679 eV

Last column: Mulliken charge in e.
Geometry (Å):
Hf1 29.434 12.113 13.914  3.254
S1 32.547 9.983 13.006  0.886
S2 29.282 15.957 13.105  0.588
S3 30.934 13.265 10.515  0.539
S4 27.121 14.372 15.799  0.915
S5 32.969 13.757 13.986  0.429
S6 28.759 9.736 10.945  0.440
S7 26.630 13.283 11.460  0.791
S8 25.726 10.542 14.385  0.739
P1 29.016 8.208 14.847  1.704
P2 30.263 12.248 17.071  1.453
F1 30.301 10.918 18.054  -0.403
F2 28.676 6.667 15.213  -0.373
F3 30.124 13.336 15.873  -0.464
F4 31.709 12.786 17.609  -0.389
F5 30.459 8.041 15.493  -0.302
F6 28.872 11.734 16.336  -0.398
F7 27.474 8.273 14.324  -0.269
F8 29.441 7.924 13.313  -0.356
F9 30.914 11.394 15.826  -0.421
F10 29.284 9.851 14.546  -0.574
F11 29.332 13.173 17.996  -0.329
F12 28.449 8.716 16.293  -0.364
O1 31.235 10.587 13.332  -0.592
O2 33.479 10.155 14.367  0.039
O3 28.779 10.582 12.133  -0.422
O4 33.282 10.353 11.794  -0.804
O5 27.913 13.029 12.183  -0.005
O6 25.567 13.944 12.268  -0.709
O7 28.525 10.649 9.650  0.443
O8 27.677 13.484 14.757  -0.485
O9 27.070 11.106 14.245  -0.633
O10 29.892 16.367 11.636  0.625
O11 30.008 14.098 9.691  -0.689
O12 26.520 13.348 16.946  0.413
O13 24.844 11.930 14.372  0.580
O14 29.913 8.912 10.731  -0.672
O15 32.213 14.255 11.054  0.277
O16 29.724 14.592 13.479  -0.856
O17 31.725 12.981 13.962  0.029
O18 26.191 11.825 10.844  0.507
O19 30.408 12.563 11.693  0.303
O20 25.204 9.580 13.407  -0.815
O21 33.033 15.174 13.588  -0.754
O22 34.068 12.937 13.030  0.658
O23 27.820 16.268 13.048  -0.765
O24 28.051 15.276 16.489  -0.752
C1 29.457 17.560 10.960  -0.104
C2 24.887 11.633 10.349  -0.531
C3 25.587 15.331 15.258  -0.691
C4 26.139 12.931 19.299  -1.254
C5 28.716 9.975 8.358  -0.691
C6 35.481 13.310 12.952  -0.651
C7 34.255 15.277 10.146  -1.306
C8 31.956 12.186 9.488  -0.341
C9 32.390 8.102 13.044  -1.263
C10 32.748 15.139 10.073  0.166
C11 23.473 11.923 14.571  -0.488
C12 22.695 11.671 13.269  -1.190
C13 34.918 9.845 14.284  0.281
C14 35.997 12.686 11.631  -1.019
C15 28.823 11.137 7.332  -0.978
C16 24.983 11.068 8.848  -0.999
C17 27.190 8.643 10.870  -0.771
C18 30.435 17.933 9.903  -1.302
C19 26.986 14.163 9.861  -0.636
C20 33.693 13.565 15.733  -1.287
C21 25.452 10.027 16.151  -0.968
C22 35.525 9.959 15.669  -1.350
C23 25.992 13.915 18.127  -0.583
C24 30.148 17.199 14.211  -1.218
H1 21.609 11.604 13.330  0.508
H2 25.573 10.837 16.871  -0.051
H3 26.284 14.942 18.348  0.541
H4 35.139 8.826 13.967  0.352
H5 24.220 12.495 10.378  0.610
H6 30.120 18.844 9.395  0.485
H7 26.058 14.179 9.291  0.481
H8 33.388 7.761 12.767  0.589
H9 29.615 18.121 13.978  0.511
H10 31.579 7.868 12.355  0.329
H11 36.926 13.091 11.229  0.455
H12 24.561 10.844 11.026  0.192
H13 26.279 9.199 11.089  -0.104
H14 25.873 16.116 14.558  0.267
H15 29.825 11.549 7.449  0.258
H16 35.379 10.504 13.548  -0.221
H17 36.031 12.964 13.827  0.416
H18 27.195 7.889 11.657  0.424
H19 24.441 9.625 16.197  0.577
H20 36.212 11.618 11.632  0.291
H21 29.867 17.051 15.253  0.328
H22 34.764 13.754 15.661  0.567
H23 27.882 9.332 8.079  0.469
H24 34.678 14.347 9.767  0.278
H25 33.462 12.557 16.079  0.139
H26 35.266 12.693 10.823  -0.110
H27 30.575 17.064 9.259  0.215
H28 34.550 15.366 11.192  0.214
H29 27.188 12.824 19.576  0.248
H30 31.282 11.405 9.134  -0.155
H31 25.107 15.778 16.128  0.516
H32 24.806 11.828 8.088  0.366
H33 23.021 11.176 15.223  0.364
H34 24.164 10.350 8.795  0.423
H35 29.363 18.330 11.726  0.331
H36 31.374 18.055 10.442  0.315
H37 23.273 12.895 15.024  0.379
H38 27.733 13.690 9.224  0.025
H39 25.982 10.660 8.695  -0.015
H40 25.726 13.294 20.241  0.435
H41 28.705 10.702 6.340  0.480
H42 32.150 7.685 14.022  0.289
H43 32.297 16.130 10.122  -0.364
H44 27.329 15.156 10.155  0.117
H45 24.929 14.116 17.995  0.344
H46 34.628 16.026 9.448  0.484
H47 29.605 9.346 8.321  0.555
H48 35.403 10.989 16.005  0.225
H49 28.466 17.384 10.541  0.217
H50 32.799 11.836 10.084  -0.185
H51 33.244 14.339 16.356  0.457
H52 26.948 8.279 9.871  0.412
H53 24.938 14.607 14.764  -0.129
H54 22.949 10.692 12.863  0.260
H55 25.657 11.991 19.028  0.268
H56 28.096 11.933 7.492  0.147
H57 32.383 12.815 8.707  0.571
H58 36.594 9.755 15.615  0.427
H59 32.499 14.971 9.025  0.515
H60 35.638 14.387 13.017  0.618
H61 35.058 9.224 16.325  0.387
H62 31.195 17.125 13.917  0.305
H63 23.096 12.378 12.543  0.168
H64 26.060 9.163 16.419  0.344

Record 2
Density functional theory data (ωB97M-V with the def2-TZVPD basis set) for a cluster of 3 separate species, C13H31IO2PS2 in total in a non-equilibrium geometry.

Max |F| ... 1.88 eV/A
Spin multiplicity ... 1
Charge ... -1
E_tot ... -57135.2367 eV

Last column: natural (NBO) charge in e.
Geometry (Å):
I1 2.243 1.666 -2.924  -0.622
S1 0.338 0.126 4.649  1.281
S2 -0.662 -1.567 -5.081  1.287
P1 2.305 0.412 -0.507  0.791
O1 1.305 1.221 4.385  -0.985
O2 -2.006 -1.966 -4.585  -0.993
C1 2.468 -0.607 1.129  -0.811
C2 -0.232 -2.747 -6.372  -0.835
C3 -2.180 -0.317 -1.277  -0.614
C4 1.598 1.985 0.279  -0.726
C5 0.363 -2.083 1.777  -0.352
C6 -0.910 -0.168 -6.177  -0.832
C7 -2.608 0.863 -0.372  -0.408
C8 -0.356 0.442 6.282  -0.834
C9 -1.911 0.855 1.001  -0.401
C10 0.097 2.227 0.003  -0.440
C11 1.263 -1.343 1.454  0.046
C12 -0.825 1.926 1.205  -0.391
C13 1.302 -1.311 5.120  -0.835
H1 -0.190 1.591 2.030  0.207
H2 2.858 -0.684 -1.274  -0.118
H3 -2.680 1.025 1.765  0.181
H4 -2.068 -0.013 -2.318  0.212
H5 1.844 -1.635 4.234  0.264
H6 -2.370 1.781 -0.913  0.200
H7 1.997 -1.037 5.915  0.220
H8 -2.899 -1.136 -1.222  0.194
H9 3.289 -1.310 0.976  0.236
H10 -1.055 -2.826 -7.083  0.219
H11 0.032 0.076 -6.669  0.231
H12 1.771 1.984 1.360  0.209
H13 3.660 0.928 -0.321  -0.149
H14 -0.171 1.639 -0.879  0.222
H15 0.681 -2.420 -6.871  0.224
H16 -1.520 -0.143 1.203  0.204
H17 -0.592 -2.450 2.071  0.223
H18 -1.306 2.840 1.563  0.183
H19 -0.966 1.340 6.209  0.235
H20 0.451 0.600 6.999  0.222
H21 -0.063 -3.709 -5.892  0.234
H22 2.725 0.054 1.959  0.243
H23 -1.223 0.672 -5.562  0.251
H24 2.167 2.823 -0.127  0.220
H25 0.975 -0.100 -0.778  -0.152
H26 -0.977 -0.402 6.581  0.219
H27 -1.683 -0.410 -6.907  0.215
H28 0.631 -2.106 5.448  0.220
H29 -0.014 3.281 -0.259  0.201
H30 -3.693 0.834 -0.259  0.185
H31 -1.206 -0.700 -0.970  0.221

Record 3
Density functional theory data (ωB97M-V with the def2-TZVPD basis set) for a structure of composition H10N2Si4 in a non-equilibrium geometry.

Max |F| ... 3.15 eV/A
Spin multiplicity ... 1
ΔE to the lowest compared entry with this formula, charge and spin ... 132.0 kJ/mol
E_tot ... -34652.4875 eV

Last column: natural (NBO) charge in e.
Geometry (Å):
Si1 -1.095 1.140 0.454  1.099
Si2 -1.195 -0.358 -2.184  1.154
Si3 2.383 0.251 2.164  1.419
Si4 0.450 -1.260 0.108  1.548
N1 -0.825 -0.224 -0.560  -1.743
N2 1.427 -0.843 1.400  -1.603
H1 -1.404 0.888 1.989  -0.156
H2 0.203 1.893 0.463  -0.218
H3 -1.241 0.988 -2.711  -0.204
H4 2.073 1.801 2.048  -0.153
H5 1.278 -1.573 -1.085  -0.202
H6 -2.031 1.983 -0.308  -0.171
H7 -2.637 -0.823 -2.554  -0.197
H8 3.430 -0.319 3.011  -0.169
H9 -0.319 -1.256 -2.830  -0.188
H10 -0.498 -2.287 0.595  -0.217

Record 4
Density functional theory data (ωB97M-V with the def2-TZVPD basis set) for a structure of composition C3H5N in a non-equilibrium geometry.

Max |F| ... 2.76 eV/A
Spin multiplicity ... 1
ΔE to the lowest compared entry with this formula, charge and spin ... 593.4 kJ/mol
E_tot ... -4675.7069 eV

Last column: natural (NBO) charge in e.
Geometry (Å):
N1 0.993 0.182 1.110  -0.420
C1 -0.221 0.298 -0.676  -0.556
C2 -0.253 0.636 0.899  0.061
C3 1.122 -0.121 -0.179  0.072
H1 -1.384 -1.908 0.551  -0.010
H2 -1.003 1.224 1.427  0.199
H3 1.950 -0.743 -0.628  0.189
H4 -0.857 -0.622 -0.999  0.227
H5 -0.348 1.055 -1.506  0.237